Density functional theory data (ωB97M-V with the def2-TZVPD basis set) for C20H23I3N4NiO2S as an isolated structure.

```
54
C20H23I3N4NiO2S | the OMol25 dataset | ωB97M-V with the def2-TZVPD basis set
Ni 0.891 -0.886 -0.919
I 6.172 -2.820 -0.551
C 4.899 -1.325 -1.197
C 5.360 -0.217 -1.898
C 4.450 0.747 -2.292
C 3.112 0.587 -1.987
N 2.671 -0.486 -1.316
C 3.548 -1.426 -0.928
H 6.411 -0.109 -2.130
H 4.770 1.627 -2.831
H 2.384 1.331 -2.257
H 3.141 -2.272 -0.400
C 1.163 -1.425 3.588
S 1.398 -2.434 2.147
C 3.129 -2.786 2.362
O 1.306 -1.451 0.986
H 1.276 -2.056 4.469
H 0.149 -1.039 3.539
H 1.892 -0.616 3.585
H 3.248 -3.343 3.292
H 3.684 -1.848 2.395
H 3.458 -3.410 1.533
I -1.453 -2.028 -0.946
I 0.540 -3.094 -2.419
C -4.781 -2.330 0.287
C -3.953 -1.115 0.604
C -3.171 -1.044 1.763
C -2.500 0.116 2.107
C -2.576 1.251 1.304
N -1.838 2.378 1.718
C -1.710 3.627 1.128
O -1.693 4.640 1.772
N -1.564 3.671 -0.262
C -0.995 2.762 -1.138
C -1.122 2.978 -2.511
C -0.594 2.066 -3.404
C 0.049 0.943 -2.918
N 0.195 0.755 -1.601
C -0.294 1.633 -0.725
C -3.363 1.206 0.157
C -4.029 0.036 -0.181
H -4.540 -3.159 0.951
H -4.649 -2.668 -0.743
H -5.841 -2.104 0.411
H -3.117 -1.904 2.420
H -1.932 0.157 3.029
H -1.719 2.467 2.718
H -1.682 4.617 -0.602
H -1.649 3.854 -2.871
H -0.694 2.211 -4.470
H 0.451 0.183 -3.576
H -0.118 1.431 0.319
H -3.503 2.084 -0.454
H -4.667 0.037 -1.057
```

Results
- relative energy (zero: lowest compared OMol25 entry of this formula, charge and spin) (kcal/mol) = 16.6
- HOMO energy (spin up / spin down) (Eh) = -0.506 / -0.506
- DFT total energy (eV) = -107335.518
- charge = +2

***

Density functional theory data (ωB97M-V with the def2-TZVPD basis set) for a 2-piece molecular cluster, C20H23N2O9S2 overall in a non-equilibrium geometry.

```
56
C20H23N2O9S2 | the OMol25 dataset | ωB97M-V with the def2-TZVPD basis set
C -5.149 3.225 -0.366
C -4.340 1.989 -0.628
O -3.082 2.051 0.125
C -1.997 1.727 -0.585
N -0.862 1.679 0.309
N 0.184 1.325 -0.291
C 0.954 2.483 -0.672
O 0.849 3.608 -0.231
O 1.820 2.090 -1.615
C 2.691 3.184 -1.998
C 3.711 2.612 -2.947
O -1.937 1.568 -1.794
H -6.209 3.020 -0.520
H -5.011 3.617 0.643
H -4.852 3.997 -1.079
H -4.862 1.089 -0.290
H -4.089 1.897 -1.688
H 2.083 3.962 -2.481
H 3.157 3.591 -1.090
H 4.514 3.333 -3.124
H 4.145 1.690 -2.544
H 3.243 2.382 -3.912
C 3.503 -2.683 1.511
O 2.080 -2.782 1.043
C 1.213 -1.784 1.029
S -0.244 -2.128 0.042
C 0.517 -2.088 -1.578
C 0.603 -0.879 -2.263
C 1.506 -0.746 -3.315
C 2.195 -1.867 -3.787
C 2.001 -3.110 -3.169
C 1.175 -3.225 -2.049
O -0.718 -3.467 0.323
O -1.141 -0.998 0.147
S 1.140 -0.674 2.439
C -0.515 -0.848 3.113
C -1.525 0.063 2.827
C -2.782 -0.093 3.400
C -3.027 -1.170 4.257
C -2.007 -2.086 4.536
C -0.737 -1.911 3.994
O 1.973 -1.224 3.503
O 1.337 0.678 1.959
H 3.835 -3.720 1.554
H 4.053 -2.114 0.758
H 3.530 -2.224 2.499
H -0.005 -0.036 -1.937
H 1.656 0.240 -3.755
H 2.867 -1.772 -4.642
H 2.512 -3.994 -3.550
H 1.042 -4.176 -1.535
H -1.335 0.894 2.149
H -3.553 0.638 3.157
H -4.009 -1.294 4.712
H -2.181 -2.946 5.181
H 0.080 -2.593 4.226
```

Results
- relative energy (zero: lowest compared OMol25 entry of this formula, charge and spin) (kcal/mol) = 34.9
- HOMO energy (Eh) = -0.111
- DFT total energy (eV) = -64185.748
- charge = -1

***

Density functional theory data (ωB97M-V with the def2-TZVPD basis set) for C20H23N2PdSbSe4Si as an isolated structure.

```
52
C20H23N2PdSbSe4Si | the OMol25 dataset | ωB97M-V with the def2-TZVPD basis set
Pd -2.356 0.153 -0.130
N -3.608 1.811 0.161
C -4.555 1.440 1.231
C -3.786 0.765 2.353
N -3.056 -0.388 1.797
H -3.041 2.616 0.415
H -4.076 2.012 -0.718
H -5.269 0.738 0.797
H -5.102 2.307 1.609
H -4.466 0.473 3.156
H -3.046 1.456 2.764
H -3.681 -1.157 1.559
H -2.348 -0.740 2.431
Se -1.994 -2.961 -4.329
Sb -2.828 -1.656 -2.548
Se -4.812 -2.075 -1.284
Se -2.063 0.704 -2.484
Se -1.031 -1.905 -0.284
C 4.087 -3.098 2.130
C 2.745 -3.182 2.473
C 1.797 -2.487 1.734
C 2.167 -1.693 0.646
C 3.522 -1.630 0.311
C 4.474 -2.323 1.046
Si 0.916 -0.682 -0.320
C 0.569 0.900 0.629
C 0.493 0.874 2.023
C 0.093 1.994 2.742
C -0.228 3.170 2.073
C -0.134 3.221 0.687
C 0.256 2.097 -0.026
C 1.509 -0.297 -2.042
C 2.399 0.760 -2.259
C 2.879 1.036 -3.531
C 2.472 0.259 -4.608
C 1.592 -0.795 -4.408
C 1.121 -1.072 -3.134
H 4.828 -3.643 2.700
H 2.435 -3.796 3.308
H 0.750 -2.582 1.998
H 3.840 -1.042 -0.543
H 5.518 -2.264 0.766
H 0.755 -0.033 2.557
H 0.047 1.955 3.824
H -0.526 4.048 2.632
H -0.359 4.141 0.161
H 0.302 2.143 -1.107
H 2.719 1.380 -1.428
H 3.565 1.860 -3.683
H 2.838 0.479 -5.602
H 1.257 -1.398 -5.242
H 0.423 -1.891 -3.002
```

Results
- relative energy (zero: lowest compared OMol25 entry of this formula, charge and spin) (kcal/mol) = 0.0
- HOMO energy (Eh) = -0.283
- DFT total energy (eV) = -303377.944

***

Density functional theory data (ωB97M-V with the def2-TZVPD basis set) for the molecule C20H23N3O2 in a non-equilibrium geometry.

```
48
C20H23N3O2 | the OMol25 dataset | ωB97M-V with the def2-TZVPD basis set
O -2.229 -1.923 -3.031
C -1.436 -1.264 -2.351
N -1.429 -1.449 -0.973
N -0.384 -0.792 -0.391
C -0.225 -0.834 0.715
C 0.987 -0.251 1.445
C 0.407 0.075 2.880
N -0.925 0.287 3.136
C -1.379 1.426 2.329
C -0.741 2.605 2.645
C -0.393 3.408 1.756
C 0.419 4.496 2.014
C 0.335 5.051 3.195
C -0.096 4.073 4.295
C -0.820 2.971 4.039
C -1.699 -1.222 2.962
C -0.966 -1.721 1.673
C -0.275 -0.445 -3.229
O -0.726 -0.120 -4.374
C 0.994 -1.311 -3.128
C 1.902 -1.057 -2.142
C 3.014 -1.601 -2.260
C 3.466 -2.979 -2.813
C 2.209 -3.308 -3.737
C 1.075 -2.704 -3.810
H -2.026 -2.124 -0.627
H 2.018 -0.895 1.459
H 0.985 0.669 0.859
H 0.869 0.961 3.296
H 0.732 -0.660 3.539
H -2.450 1.317 2.594
H -1.386 1.143 1.303
H -0.424 2.976 0.714
H 0.905 5.320 1.111
H 0.843 6.013 3.585
H -0.437 4.601 5.260
H -1.126 2.328 4.799
H -2.779 -0.940 2.621
H -1.414 -1.680 3.846
H -0.308 -2.684 2.283
H -1.860 -2.417 1.211
H -0.108 0.582 -2.553
H -1.370 -0.773 -4.627
H 1.835 -0.091 -1.792
H 4.089 -1.304 -1.663
H 4.236 -3.483 -2.970
H 2.466 -4.402 -4.297
H 0.404 -2.795 -4.335
```

Results
- structure (SMILES) = O=C(NN=C1CCN(Cc2ccccc2)CC1)[C@H](O)c1ccccc1
- relative energy (zero: lowest compared OMol25 entry of this formula, charge and spin) (kcal/mol) = 425.2
- HOMO energy (Eh) = -0.305
- DFT total energy (eV) = -29662.039

***

Density functional theory data (ωB97M-V with the def2-TZVPD basis set) for the molecule C20H23N3O2S in a non-equilibrium geometry.

```
49
C20H23N3O2S | the OMol25 dataset | ωB97M-V with the def2-TZVPD basis set
C -7.558 -0.344 0.717
C -7.068 -1.142 -0.488
O -5.941 -1.944 -0.187
C -4.715 -1.378 -0.081
C -3.691 -2.276 0.310
C -2.399 -1.866 0.447
C -2.053 -0.522 0.199
N -0.771 -0.140 0.350
C -0.439 1.100 0.128
S 1.233 1.568 0.353
C 1.909 -0.033 0.915
C 3.408 0.067 1.156
O 3.847 0.051 2.290
N 4.207 0.174 0.075
C 3.783 0.104 -1.304
C 3.856 -1.314 -1.880
C 5.225 -1.971 -1.703
C 5.539 -2.303 -0.241
C 6.244 -1.185 0.533
C 5.638 0.207 0.305
C -1.377 2.093 -0.291
C -0.959 3.417 -0.541
N -0.634 4.495 -0.755
C -2.691 1.718 -0.448
C -3.073 0.385 -0.199
C -4.400 -0.062 -0.332
H -6.798 0.355 1.058
H -7.793 -1.020 1.535
H -8.453 0.210 0.448
H -6.855 -0.482 -1.337
H -7.834 -1.860 -0.794
H -3.977 -3.300 0.495
H -1.621 -2.548 0.749
H 1.425 -0.270 1.862
H 1.645 -0.782 0.171
H 4.441 0.759 -1.884
H 2.770 0.495 -1.406
H 3.612 -1.256 -2.943
H 3.102 -1.943 -1.400
H 6.004 -1.329 -2.118
H 5.225 -2.898 -2.281
H 6.179 -3.186 -0.200
H 4.608 -2.558 0.270
H 7.297 -1.146 0.251
H 6.189 -1.426 1.595
H 5.820 0.824 1.189
H 6.101 0.689 -0.558
H -3.429 2.445 -0.761
H -5.144 0.658 -0.635
```

Results
- structure (SMILES) = CCOc1ccc2nc(SCC(=O)N3CCCCCC3)c(C#N)cc2c1
- relative energy (zero: lowest compared OMol25 entry of this formula, charge and spin) (kcal/mol) = 23.7
- HOMO energy (Eh) = -0.305
- DFT total energy (eV) = -40514.272